(1)
{
  "formula": "C10H42N8O11",
  "method": "the ωB97M-V functional and the def2-TZVPD basis",
  "total_charge": 0,
  "smiles": "NC(N)=O.NC(N)=O.NC(N)=O.NC(N)=O.CC(C)O.CC(C)O.O.O.O.O.O",
  "e_homo_ev": -8.52,
  "spin_multiplicity": 1,
  "largest_force_ev_per_a": 2.1,
  "orbital_gap_ev": 8.143,
  "symbols": ["O", "H", "H", "O", "H", "H", "O", "H", "H", "O", "H", "H", "O", "H", "H", "C", "O", "N", "N", "H", "H", "H", "H", "C", "O", "N", "N", "H", "H", "H", "H", "C", "O", "N", "N", "H", "H", "H", "H", "C", "O", "N", "N", "H", "H", "H", "H", "C", "C", "C", "O", "H", "H", "H", "H", "H", "H", "H", "H", "C", "C", "C", "O", "H", "H", "H", "H", "H", "H", "H", "H"],
  "coordinates": [[3.548, 1.087, -3.868], [3.423, 0.999, -2.918], [4.063, 1.892, -3.969], [-3.350, -3.802, -0.728], [-3.868, -4.296, -1.373], [-2.460, -3.790, -1.093], [-3.353, 2.279, -2.007], [-2.706, 1.572, -1.934], [-2.827, 3.037, -2.284], [1.094, -4.065, 2.404], [1.584, -4.688, 2.950], [1.649, -3.932, 1.628], [-0.737, 3.591, -2.751], [-0.218, 4.342, -2.447], [-0.113, 2.858, -2.776], [2.925, 3.051, -0.775], [1.707, 3.101, -0.879], [3.749, 3.686, -1.660], [3.563, 2.213, 0.098], [4.709, 3.890, -1.441], [3.471, 4.094, -2.534], [3.041, 1.589, 0.681], [4.535, 2.371, 0.296], [-2.510, 2.605, 1.508], [-3.125, 3.125, 2.436], [-1.976, 3.342, 0.489], [-2.327, 1.263, 1.403], [-1.413, 2.935, -0.240], [-1.950, 4.341, 0.560], [-1.723, 0.910, 0.684], [-2.813, 0.625, 2.021], [-1.912, -2.009, 2.598], [-2.828, -1.211, 2.748], [-0.772, -1.944, 3.356], [-1.817, -2.881, 1.548], [-0.085, -2.681, 3.314], [-0.729, -1.281, 4.106], [-2.588, -3.254, 1.013], [-0.924, -3.289, 1.333], [-3.781, -4.001, -4.745], [-3.633, -5.200, -4.581], [-2.783, -3.093, -4.523], [-4.938, -3.468, -5.248], [-1.858, -3.456, -4.400], [-3.024, -2.142, -4.313], [-5.692, -4.113, -5.396], [-5.076, -2.493, -5.435], [0.738, -0.570, -0.010], [-0.005, -0.140, -1.279], [-1.270, -0.927, -1.506], [-0.461, 1.227, -1.140], [0.747, -1.660, 0.110], [0.244, -0.163, 0.871], [1.809, -0.360, -0.083], [0.702, -0.089, -2.113], [-1.883, -0.931, -0.604], [-1.134, -1.975, -1.781], [-1.824, -0.472, -2.330], [0.250, 1.808, -0.821], [3.004, -0.472, 3.964], [3.797, 0.803, 4.023], [2.934, 1.984, 3.490], [4.059, 1.034, 5.414], [2.072, -0.294, 4.515], [3.410, -1.254, 4.618], [2.719, -0.898, 3.005], [4.698, 0.889, 3.410], [2.143, 2.334, 4.148], [2.453, 1.693, 2.552], [3.646, 2.740, 3.146], [4.004, 1.986, 5.541]],
  "forces_ev_per_angstrom": [[-0.059, -0.047, 0.022], [0.016, 0.018, 0.023], [0.034, -0.001, -0.008], [0.059, -0.055, -0.128], [-0.039, -0.039, 0.033], [-0.042, -0.001, -0.141], [-0.306, -0.156, -0.328], [0.108, 0.073, 0.148], [0.129, -0.020, 0.028], [0.165, -0.075, -0.094], [-0.070, -0.043, 0.031], [0.040, 0.033, 0.012], [-0.060, 0.319, -0.172], [0.035, -0.040, 0.037], [-0.058, -0.096, 0.146], [-0.603, -0.728, -0.675], [0.021, -0.152, -0.001], [1.240, 0.534, -0.036], [0.420, 0.517, -0.240], [-0.012, -0.302, 0.175], [-0.856, 0.110, 0.327], [-0.216, 0.281, 0.181], [0.017, -0.288, 0.060], [-0.497, 0.344, 0.536], [0.182, -0.114, -0.297], [0.688, 0.228, -0.296], [0.098, -0.028, 0.060], [-0.364, -0.070, 0.098], [-0.202, -0.017, 0.296], [-0.179, -0.077, -0.144], [0.215, 0.151, -0.076], [0.290, 1.153, -0.544], [-0.245, -0.781, 0.259], [0.199, -0.304, 0.049], [0.263, -0.554, -0.275], [-0.074, 0.093, 0.014], [-0.222, 0.053, -0.010], [-0.316, 0.525, 0.350], [-0.017, -0.180, 0.396], [-0.117, -0.184, -0.509], [0.010, 0.018, 0.066], [-0.242, 0.169, 0.007], [-0.032, -0.218, 0.304], [0.035, 0.119, 0.267], [0.361, 0.099, -0.053], [-0.071, 0.065, 0.031], [0.067, -0.002, -0.017], [0.227, -0.814, -0.351], [0.375, 0.927, 0.631], [-0.235, -0.218, -0.505], [-0.071, -0.273, 0.143], [-0.355, 0.016, -0.125], [0.246, 0.141, 0.105], [-0.113, 0.609, 0.270], [-0.212, -0.715, -0.247], [-0.058, 0.148, -0.024], [0.423, 0.039, 0.024], [-0.118, 0.020, 0.124], [0.228, -0.181, -0.099], [-0.549, -0.921, 1.236], [-1.563, 1.381, 0.078], [0.816, -0.644, -1.087], [0.374, -0.046, -0.444], [-0.132, 0.345, -0.345], [0.572, 0.012, -0.494], [0.341, 0.233, -0.254], [0.320, -0.808, 0.260], [0.196, 0.069, 0.247], [-0.257, -0.198, 0.187], [-0.375, 0.571, 0.547], [0.128, -0.016, 0.210]],
  "mulliken_charge": [-0.636, 0.319, 0.309, -0.675, 0.303, 0.282, -0.684, 0.284, 0.333, -0.591, 0.265, 0.272, -0.567, 0.293, 0.289, 0.564, -0.609, -0.405, -0.248, 0.147, 0.233, 0.058, 0.202, 0.358, -0.732, -0.147, -0.046, 0.189, 0.195, 0.156, 0.193, 0.517, -0.766, -0.237, -0.152, 0.164, 0.196, 0.261, 0.093, 0.615, -0.635, -0.367, -0.388, 0.203, 0.197, 0.218, 0.176, -0.805, 0.128, -1.313, -0.374, 0.259, 0.225, 0.319, 0.425, 0.358, 0.391, 0.261, 0.127, -1.213, 0.671, -1.150, -0.545, 0.292, 0.372, 0.292, 0.167, 0.493, -0.095, 0.399, 0.321]
}

(2)
{
  "formula": "BrH4N2P",
  "method": "the ωB97M-V functional and the def2-TZVPD basis",
  "total_charge": 0,
  "e_homo_ev": -8.11,
  "spin_multiplicity": 1,
  "largest_force_ev_per_a": 5.0,
  "orbital_gap_ev": 6.463,
  "symbols": ["N", "N", "P", "Br", "H", "H", "H", "H"],
  "coordinates": [[-0.533, -0.907, -0.713], [-0.384, 0.860, 0.956], [-0.766, -0.733, 0.865], [2.227, 0.348, -0.970], [-0.063, -0.117, -1.151], [-0.753, -1.711, -1.119], [-0.051, 1.191, 1.829], [0.322, 1.069, 0.303]],
  "forces_ev_per_angstrom": [[-0.184, 3.547, 3.477], [-1.123, -1.555, 1.233], [-0.069, 0.686, -0.376], [-0.131, 0.276, 0.054], [0.698, -0.337, -1.031], [-0.743, -3.913, -2.578], [-0.146, 0.376, 1.171], [1.697, 0.919, -1.949]],
  "nbo_charge": [-1.077, -1.127, 1.352, -0.859, 0.456, 0.409, 0.414, 0.432]
}

(3)
{
  "formula": "C29H44N3O2S5SbTi",
  "method": "the ωB97M-V functional and the def2-TZVPD basis",
  "total_charge": -2,
  "e_homo_ev": [-1.60, -1.65],
  "spin_multiplicity": 3,
  "largest_force_ev_per_a": 1.2,
  "orbital_gap_ev": [5.666, 5.290],
  "symbols": ["Ti", "C", "C", "C", "C", "C", "C", "C", "N", "C", "C", "C", "C", "C", "C", "O", "C", "C", "C", "C", "C", "C", "C", "C", "C", "O", "C", "C", "C", "C", "C", "C", "H", "H", "H", "H", "H", "H", "H", "H", "H", "H", "H", "H", "H", "H", "H", "H", "H", "H", "H", "H", "H", "H", "H", "H", "H", "H", "H", "H", "H", "H", "H", "H", "H", "H", "H", "H", "H", "H", "H", "H", "S", "Sb", "S", "S", "S", "N", "C", "N", "S", "H", "H", "H", "H"],
  "coordinates": [[0.324, 2.485, -0.860], [-2.872, -4.326, -1.247], [-1.458, -3.950, -1.716], [-1.197, -4.596, -3.084], [-0.463, -4.544, -0.715], [-1.329, -2.429, -1.831], [-0.332, -1.719, -1.166], [-0.211, -0.336, -1.313], [0.711, 0.490, -0.711], [1.191, 0.199, 0.568], [2.038, -0.834, 0.927], [2.498, -0.952, 2.238], [2.086, 0.001, 3.157], [1.235, 1.069, 2.849], [0.771, 1.162, 1.529], [-0.012, 2.137, 1.064], [0.958, 2.104, 3.950], [0.533, 1.400, 5.250], [2.255, 2.889, 4.200], [-0.145, 3.116, 3.619], [3.464, -2.056, 2.672], [2.839, -2.884, 3.804], [3.804, -3.010, 1.525], [4.775, -1.430, 3.170], [-1.188, 0.369, -2.067], [-1.142, 1.698, -1.993], [-2.174, -0.337, -2.772], [-2.214, -1.728, -2.642], [-3.216, 0.424, -3.591], [-2.521, 1.316, -4.632], [-4.164, -0.507, -4.352], [-4.074, 1.279, -2.643], [-2.966, -5.411, -1.131], [-3.086, -3.854, -0.286], [-3.627, -3.993, -1.959], [-1.292, -5.686, -3.024], [-1.903, -4.228, -3.830], [-0.190, -4.351, -3.429], [-0.619, -5.624, -0.636], [0.567, -4.375, -1.032], [-0.591, -4.106, 0.277], [0.372, -2.228, -0.526], [2.374, -1.507, 0.150], [2.476, -0.063, 4.167], [1.292, 0.710, 5.618], [0.352, 2.144, 6.031], [-0.389, 0.836, 5.091], [3.059, 2.225, 4.528], [2.578, 3.379, 3.280], [2.100, 3.653, 4.969], [-1.083, 2.608, 3.385], [-0.305, 3.758, 4.492], [0.121, 3.736, 2.766], [1.910, -3.347, 3.466], [3.525, -3.675, 4.127], [2.607, -2.258, 4.667], [2.909, -3.499, 1.137], [4.291, -2.483, 0.703], [4.488, -3.786, 1.882], [4.603, -0.787, 4.034], [5.489, -2.208, 3.461], [5.224, -0.819, 2.386], [-2.973, -2.282, -3.180], [-2.000, 0.695, -5.365], [-3.257, 1.928, -5.163], [-1.782, 1.963, -4.165], [-3.617, -1.163, -5.034], [-4.754, -1.128, -3.674], [-4.857, 0.096, -4.945], [-3.437, 1.910, -2.023], [-4.771, 1.906, -3.209], [-4.652, 0.632, -1.979], [3.318, 6.360, -2.317], [3.136, 3.993, -2.226], [1.212, 3.178, -3.241], [2.845, 3.086, -0.128], [5.179, 4.002, -3.264], [-2.418, 3.756, -0.077], [-1.491, 4.381, -0.859], [-1.838, 4.491, -2.181], [-0.075, 5.007, -0.232], [-3.392, 3.856, -0.310], [-2.173, 3.678, 0.898], [-2.223, 3.619, -2.539], [-1.041, 4.777, -2.741]],
  "forces_ev_per_angstrom": [[0.770, -0.874, 0.065], [0.024, 0.013, -0.002], [-0.014, -0.035, 0.014], [-0.006, 0.005, 0.024], [-0.009, 0.021, -0.021], [-0.028, -0.016, -0.054], [0.175, 0.092, -0.057], [-0.403, -0.101, -0.081], [-0.100, 0.192, 0.031], [0.018, 0.098, 0.213], [-0.057, 0.002, -0.090], [0.000, -0.036, 0.000], [0.008, -0.011, 0.023], [-0.117, 0.009, -0.079], [0.174, -0.119, 0.136], [0.044, 0.241, -0.239], [-0.001, 0.023, 0.052], [0.018, 0.003, -0.023], [-0.011, -0.008, -0.020], [0.008, -0.022, -0.029], [0.030, -0.024, 0.034], [0.008, 0.017, -0.016], [-0.014, 0.026, 0.009], [-0.012, -0.014, -0.007], [-0.005, -0.293, 0.022], [-0.032, 0.304, 0.074], [0.065, 0.170, 0.036], [-0.006, -0.112, -0.021], [-0.024, 0.021, -0.036], [-0.013, -0.029, 0.025], [0.005, 0.019, 0.022], [0.025, 0.012, -0.006], [0.004, -0.008, -0.009], [-0.011, -0.005, 0.006], [-0.010, 0.010, 0.007], [0.002, -0.009, -0.004], [-0.002, -0.002, -0.007], [0.002, -0.004, -0.012], [-0.003, -0.006, -0.009], [0.009, 0.009, 0.017], [0.011, -0.006, 0.008], [0.015, 0.011, 0.012], [-0.002, -0.001, -0.013], [0.000, 0.000, 0.003], [-0.001, -0.006, 0.015], [-0.003, 0.006, 0.000], [-0.001, -0.009, 0.004], [0.008, 0.002, -0.003], [0.008, 0.005, 0.000], [-0.005, 0.003, 0.008], [-0.008, 0.013, -0.017], [0.015, -0.014, 0.013], [-0.020, 0.012, -0.018], [-0.006, -0.003, 0.004], [0.004, -0.004, 0.005], [-0.007, -0.003, 0.008], [0.000, 0.002, -0.016], [-0.003, -0.010, -0.015], [0.003, -0.002, 0.012], [-0.002, 0.009, 0.002], [0.002, -0.003, 0.005], [0.008, 0.003, -0.001], [0.004, 0.008, 0.002], [0.007, -0.001, -0.004], [-0.002, -0.001, 0.002], [0.022, 0.028, 0.006], [-0.003, -0.002, -0.004], [-0.001, -0.012, -0.004], [-0.008, -0.001, -0.002], [-0.019, -0.022, 0.001], [-0.004, 0.002, -0.011], [-0.002, 0.003, 0.007], [0.014, -0.327, -0.005], [-0.279, 0.533, 0.203], [0.036, -0.002, 0.017], [-0.021, 0.002, -0.058], [0.063, -0.075, -0.090], [0.057, 0.335, 0.195], [-0.449, 0.038, -0.197], [-0.012, 0.006, 0.011], [0.080, 0.161, 0.070], [0.027, -0.198, -0.136], [-0.020, -0.053, -0.018], [0.002, 0.013, 0.008], [-0.020, 0.000, 0.007]],
  "lowdin_spin": [0.861, 0.000, 0.000, 0.000, 0.000, 0.000, -0.001, 0.003, -0.005, 0.002, -0.001, 0.000, -0.001, 0.000, 0.000, -0.008, 0.000, 0.000, 0.000, 0.000, 0.000, 0.000, 0.000, 0.000, 0.004, 0.012, -0.001, 0.000, 0.000, 0.000, 0.000, 0.001, 0.000, 0.000, 0.000, 0.000, 0.000, 0.000, 0.000, 0.000, 0.000, 0.000, 0.000, 0.000, 0.000, 0.000, 0.000, 0.000, 0.000, 0.000, 0.000, 0.000, 0.000, 0.000, 0.000, 0.000, 0.000, 0.000, 0.000, 0.000, 0.000, 0.000, 0.000, 0.000, 0.000, 0.000, 0.000, 0.000, 0.000, 0.000, 0.000, 0.000, 0.650, -0.007, -0.011, 0.002, 0.360, 0.036, 0.044, 0.038, 0.013, 0.003, 0.001, 0.003, 0.001]
}

(4)
{
  "formula": "C8H14N2O5",
  "method": "the ωB97M-V functional and the def2-TZVPD basis",
  "total_charge": 0,
  "smiles": "C[C@H](N)C(=O)N[C@@H](CCC(=O)O)C(=O)O",
  "e_homo_ev": -9.75,
  "spin_multiplicity": 1,
  "largest_force_ev_per_a": 5.3,
  "orbital_gap_ev": 10.145,
  "symbols": ["C", "C", "C", "C", "C", "C", "C", "C", "H", "H", "H", "H", "H", "H", "H", "H", "H", "H", "H", "H", "H", "H", "N", "N", "O", "O", "O", "O", "O"],
  "coordinates": [[2.438, -0.959, 0.320], [1.336, -0.210, -0.532], [3.191, 0.093, 1.051], [-0.840, 0.956, -0.623], [-0.599, 2.302, 0.124], [-2.363, 0.773, -0.400], [-2.829, -0.630, -0.716], [-2.525, -1.777, 0.165], [2.832, -1.436, -1.610], [4.282, -1.653, -0.526], [1.898, -1.588, 1.073], [3.956, -0.370, 1.618], [3.571, 0.929, 0.325], [2.460, 0.522, 1.819], [-0.013, -0.367, 1.037], [-0.477, 0.830, -1.661], [-2.896, 1.097, 0.645], [-2.904, 1.506, -1.115], [-3.964, -0.615, -0.763], [-2.550, -0.932, -1.720], [-1.826, -2.234, 1.780], [-1.067, 4.111, 0.071], [3.081, -1.905, -0.636], [0.086, -0.005, 0.107], [1.546, 0.112, -1.746], [0.033, 2.454, 1.204], [-2.530, -2.978, -0.173], [-2.180, -1.364, 1.403], [-1.147, 3.335, -0.521]],
  "forces_ev_per_angstrom": [[-2.546, -0.989, -1.428], [-1.204, -0.026, -1.523], [-0.668, 2.357, -0.314], [0.885, -0.153, 3.436], [2.727, 0.628, 2.008], [-2.111, 0.924, 0.619], [-2.341, 0.025, -1.241], [0.668, -2.477, -0.644], [1.007, -1.282, 2.242], [-4.529, -1.113, -0.648], [0.283, 0.421, -0.440], [1.166, -0.184, 0.429], [-0.511, -1.538, 1.523], [1.067, -0.113, -1.100], [-0.345, 0.448, 0.192], [-0.586, 0.771, 0.423], [2.164, -0.681, -2.087], [1.057, -1.275, 0.892], [1.067, -0.025, 0.058], [0.184, -0.039, -0.190], [-0.735, 1.513, -0.036], [0.090, -0.297, -0.322], [4.186, 3.123, -1.104], [1.508, 0.195, -3.044], [-0.647, -0.670, 3.750], [-2.361, -0.732, -3.534], [-0.036, 3.362, 1.111], [0.782, -2.454, 0.537], [-0.222, 0.280, 0.439]],
  "nbo_charge": [-0.137, 0.698, -0.625, -0.173, 0.789, -0.416, -0.541, 0.791, 0.396, 0.336, 0.178, 0.217, 0.225, 0.229, 0.421, 0.291, 0.241, 0.250, 0.254, 0.251, 0.505, 0.504, -0.817, -0.633, -0.663, -0.612, -0.595, -0.690, -0.672]
}

(5)
{
  "formula": "C7H17NP",
  "method": "the ωB97M-V functional and the def2-TZVPD basis",
  "total_charge": -1,
  "smiles": "CC[C@@H](C)[N-]P(C)CC",
  "e_homo_ev": -2.17,
  "spin_multiplicity": 1,
  "largest_force_ev_per_a": 0.4,
  "orbital_gap_ev": 6.295,
  "symbols": ["C", "C", "C", "C", "N", "P", "C", "C", "C", "H", "H", "H", "H", "H", "H", "H", "H", "H", "H", "H", "H", "H", "H", "H", "H", "H"],
  "coordinates": [[2.876, -0.071, 0.299], [2.116, 1.232, 0.076], [0.782, 1.046, -0.668], [1.040, 0.513, -2.086], [-0.071, 0.176, 0.114], [-1.672, 0.345, -0.203], [-2.362, 1.302, 1.257], [-2.367, -1.326, 0.334], [-1.303, -2.421, 0.429], [2.171, -0.852, 0.582], [3.599, 0.038, 1.110], [3.407, -0.393, -0.598], [1.867, 1.679, 1.042], [2.747, 1.954, -0.455], [0.375, 2.066, -0.801], [0.114, 0.525, -2.660], [1.426, -0.506, -2.049], [1.768, 1.138, -2.622], [-1.863, 0.971, 2.174], [-3.439, 1.134, 1.373], [-2.173, 2.364, 1.100], [-3.101, -1.621, -0.418], [-2.860, -1.221, 1.302], [-0.762, -2.514, -0.510], [-0.561, -2.173, 1.185], [-1.754, -3.384, 0.695]],
  "forces_ev_per_angstrom": [[-0.050, 0.029, 0.150], [-0.106, 0.121, 0.034], [0.188, -0.307, 0.014], [0.152, 0.258, -0.122], [-0.088, 0.308, -0.165], [0.064, -0.100, 0.129], [-0.105, -0.185, 0.027], [0.406, -0.089, -0.095], [-0.093, 0.069, 0.151], [-0.076, 0.001, -0.002], [0.133, -0.025, -0.053], [0.049, -0.020, -0.044], [0.007, -0.046, 0.060], [0.035, 0.003, -0.058], [-0.038, 0.068, 0.030], [-0.081, -0.135, 0.036], [-0.066, -0.096, 0.029], [0.028, 0.003, -0.022], [0.093, 0.010, -0.005], [-0.072, 0.124, -0.091], [-0.020, 0.074, 0.081], [-0.243, 0.002, 0.109], [-0.166, -0.006, -0.009], [0.024, -0.081, -0.069], [0.041, 0.075, -0.017], [-0.018, -0.057, -0.096]],
  "nbo_charge": [-0.622, -0.387, -0.041, -0.632, -1.170, 0.923, -0.985, -0.711, -0.603, 0.237, 0.182, 0.182, 0.195, 0.165, 0.136, 0.208, 0.192, 0.168, 0.200, 0.189, 0.202, 0.192, 0.188, 0.205, 0.220, 0.169]
}